62
Properties=species:S:1:pos:R:3:forces:R:3:mulliken_spin:R:1 method="wB97M-V/def2-TZVPD" multiplicity=5 energy_ev=-40417.378 charge=+1 molar_mass_g_mol=594.21 s2=6.05 e_above_lowest_kj_mol=0.0 homo_ev="-10.62 / -11.20" lumo_energy_ev="-3.62 / -5.13"
O -0.549 -0.423 -4.775 -0.34 0.73 -1.69 -0.027
C -0.712 0.777 -5.630 -0.40 0.91 0.15 0.010
C -0.140 0.103 -6.888 -0.02 -0.03 1.05 -0.001
H -0.148 1.652 -5.241 -0.37 -0.74 -0.21 0.000
H -1.777 1.076 -5.759 0.54 -0.34 0.35 -0.001
C -0.253 -1.183 -6.028 0.37 -0.49 -0.58 0.001
H 0.883 0.424 -7.098 -0.02 -0.27 0.16 0.000
H -0.688 0.149 -7.824 -0.35 -0.04 0.17 0.000
C 1.070 -1.894 -5.860 -0.34 -0.25 0.18 0.004
H 1.757 -1.232 -5.340 0.12 0.03 -0.13 0.000
H 1.520 -2.153 -6.814 -0.10 -0.10 -0.17 0.000
H 0.910 -2.805 -5.279 0.30 -0.04 0.02 0.001
C -1.389 -2.141 -6.417 -0.12 0.13 -0.20 -0.001
H -2.368 -1.649 -6.546 0.41 0.02 0.33 0.000
H -1.476 -2.953 -5.691 -0.10 0.18 0.14 0.000
H -1.209 -2.643 -7.379 0.34 0.29 0.18 0.000
Ru -0.306 -0.570 -1.557 2.67 -0.37 1.38 2.209
C -2.346 -1.017 0.389 0.09 1.02 0.49 0.316
C -2.550 0.359 0.619 -0.11 -0.77 -0.22 0.067
C -2.483 1.053 -0.601 -0.45 0.05 0.33 0.324
H -2.792 0.822 1.574 0.27 -0.22 -0.22 0.000
C -2.225 0.124 -1.680 -1.27 -1.24 0.46 0.008
C -2.172 -1.213 -1.041 -1.86 0.85 -0.81 -0.025
H -2.368 -2.148 -1.563 -0.26 0.38 0.17 0.021
H -2.248 -1.760 1.184 -0.19 0.12 -0.47 -0.004
H -2.693 2.110 -0.691 0.19 -0.02 -0.21 0.007
H -2.415 0.284 -2.735 -0.22 0.07 0.10 0.029
C 1.086 -2.159 -0.321 -0.56 -0.43 -0.15 0.236
C 0.002 -2.738 -1.037 0.76 -0.03 -0.19 -0.032
C 0.176 -2.422 -2.440 0.45 -0.46 -0.35 0.054
H -0.807 -3.312 -0.607 0.20 0.04 -0.05 -0.008
C 1.408 -1.684 -2.564 -0.16 -0.70 0.48 0.085
C 1.935 -1.500 -1.251 -0.56 -0.04 -1.03 -0.032
H 2.832 -0.932 -1.035 -0.10 -0.16 0.08 -0.011
H 1.182 -2.138 0.756 0.04 -0.09 -0.09 0.019
H -0.505 -2.647 -3.250 0.26 -0.42 0.03 0.008
H 1.862 -1.396 -3.492 0.01 0.24 0.12 0.009
O 3.310 3.475 -4.363 -1.60 -0.31 0.19 0.000
C 2.939 2.277 -3.623 -0.09 0.13 0.27 -0.002
C 1.442 2.433 -3.257 0.00 1.30 1.12 -0.073
H 3.560 2.134 -2.697 -0.42 0.94 -0.50 0.000
H 3.193 1.307 -4.103 -0.43 0.77 -0.83 0.001
C 0.885 3.757 -3.912 0.51 -0.66 0.54 -0.001
H 1.432 2.698 -2.169 0.01 -0.33 -1.18 0.011
H 0.818 1.538 -3.385 0.24 0.24 -0.21 0.079
C 2.120 4.341 -4.612 0.31 -0.03 -0.81 0.000
H 0.573 4.466 -3.143 -0.03 -0.26 0.18 0.001
H -0.026 3.598 -4.521 0.83 0.05 -0.13 0.000
H 2.376 5.376 -4.291 -0.07 -0.87 0.07 0.000
H 1.846 4.436 -5.690 0.92 -0.40 0.45 0.000
Te 0.888 1.286 -0.392 0.91 2.05 0.85 0.677
C 0.742 1.254 1.696 -0.80 -0.70 -0.05 0.015
C -0.218 1.954 2.434 0.56 -0.37 0.28 -0.009
C -0.173 1.845 3.834 0.14 -0.06 -0.35 0.000
C 0.807 1.050 4.451 -0.04 0.04 -0.19 0.005
C 1.695 0.295 3.671 0.00 -0.11 -0.01 0.003
C 1.651 0.372 2.279 -0.41 0.47 0.61 0.038
H -0.968 2.541 1.902 0.21 -0.03 0.40 -0.004
H -0.920 2.372 4.428 0.29 -0.09 -0.05 0.000
H 0.876 1.011 5.546 -0.12 -0.04 -0.57 0.000
H 2.423 -0.382 4.127 -0.28 0.30 0.03 0.000
H 2.275 -0.245 1.639 0.22 0.16 0.30 -0.011